Here is C37H34BrN6OSV as an isolated structure at a distorted geometry from OMol25. Energies are from the ωB97M-V functional and the def2-TZVPD basis.

Each line ends with the Löwdin charge.
Positions of all 81 atoms, in Å:
V (0.01, 0.52, -0.08)  0.709
Br (-6.35, -3.52, 0.25)  0.668
C (-4.63, -2.72, 0.04)  -0.703
C (-3.55, -3.53, -0.32)  -0.146
C (-2.31, -2.93, -0.48)  -0.020
C (-2.13, -1.56, -0.28)  -0.346
O (-0.94, -1.00, -0.48)  -0.250
C (-3.23, -0.76, 0.11)  -0.157
C (-3.06, 0.63, 0.39)  -0.067
N (-1.88, 1.27, 0.39)  -0.029
C (-1.84, 2.60, 0.75)  -0.244
C (-2.93, 3.45, 0.98)  -0.036
C (-2.73, 4.72, 1.52)  -0.106
C (-1.47, 5.17, 1.86)  -0.071
C (-0.34, 4.36, 1.61)  -0.163
C (0.98, 4.74, 1.92)  -0.034
C (2.02, 3.88, 1.61)  -0.073
C (1.76, 2.67, 0.98)  -0.129
N (0.51, 2.27, 0.67)  -0.077
C (-0.53, 3.10, 0.98)  -0.172
C (-4.48, -1.37, 0.26)  -0.092
H (-3.68, -4.59, -0.48)  0.090
H (-1.45, -3.52, -0.77)  0.105
H (-3.95, 1.17, 0.67)  0.100
H (-3.93, 3.14, 0.72)  0.089
H (-3.59, 5.36, 1.67)  0.095
H (-1.33, 6.14, 2.32)  0.096
H (1.17, 5.69, 2.41)  0.105
H (3.05, 4.14, 1.83)  0.100
H (2.56, 2.00, 0.72)  0.087
H (-5.34, -0.77, 0.55)  0.103
C (-0.38, -1.49, 2.31)  -0.047
N (0.44, -0.28, 2.08)  -0.216
C (0.14, 0.70, 3.13)  -0.059
C (1.85, -0.67, 2.05)  -0.201
C (2.51, -1.07, 3.20)  -0.042
C (3.81, -1.55, 3.16)  -0.111
C (4.43, -1.65, 1.92)  -0.101
C (3.79, -1.24, 0.77)  -0.027
C (2.49, -0.69, 0.80)  -0.227
N (1.81, -0.21, -0.32)  -0.061
C (2.59, -0.06, -1.51)  -0.264
C (3.71, 0.78, -1.53)  -0.048
C (4.47, 0.96, -2.68)  -0.089
C (4.13, 0.29, -3.84)  -0.092
C (3.04, -0.56, -3.83)  -0.019
C (2.27, -0.74, -2.68)  -0.202
N (1.15, -1.62, -2.67)  -0.127
C (0.21, -1.51, -3.75)  -0.105
C (1.45, -2.95, -2.18)  -0.046
H (-0.20, -1.89, 3.31)  0.091
H (-1.44, -1.23, 2.21)  0.093
H (-0.14, -2.24, 1.57)  0.097
H (0.07, 0.22, 4.12)  0.083
H (0.91, 1.47, 3.17)  0.090
H (-0.82, 1.17, 2.92)  0.090
H (1.98, -1.02, 4.15)  0.108
H (4.32, -1.84, 4.07)  0.090
H (5.43, -2.06, 1.85)  0.096
H (4.29, -1.33, -0.19)  0.106
H (3.99, 1.30, -0.62)  0.106
H (5.31, 1.64, -2.66)  0.097
H (4.71, 0.42, -4.75)  0.094
H (2.77, -1.10, -4.73)  0.111
H (0.63, -1.12, -4.68)  0.124
H (-0.28, -2.47, -3.94)  0.133
H (-1.04, -0.70, -2.38)  0.096
H (2.13, -3.51, -2.84)  0.086
H (1.92, -2.87, -1.20)  0.084
H (0.52, -3.52, -2.07)  0.072
S (0.04, 1.76, -2.11)  0.731
C (-0.52, 0.87, -3.54)  -0.621
C (-0.62, 1.37, -4.80)  -0.180
C (-1.36, 0.71, -5.82)  -0.178
C (-2.23, -0.30, -5.39)  -0.177
C (-2.15, -0.82, -4.13)  -0.112
N (-0.91, -0.55, -3.38)  -0.084
H (-0.20, 2.35, -4.97)  0.093
H (-1.43, 1.13, -6.81)  0.060
H (-3.04, -0.63, -6.03)  0.090
H (-2.85, -1.51, -3.66)  0.088

Values from the calculation:
relative energy (zero: lowest compared OMol25 entry of this formula, charge and spin) = 0.0 kJ/mol
multiplicity = 2
total charge = -1
<S²> = 0.8746
Kohn-Sham gap (spin up / spin down) = 5.09 / 4.92 eV

***

Here is one molecule with the formula C5H11N at a distorted geometry from OMol25. Energies are from the ωB97M-V functional and the def2-TZVPD basis.

Each line ends with the Löwdin charge.
Positions of all 17 atoms, in Å:
C (-2.65, 0.50, 0.39)  -0.140
C (-1.74, -0.37, -0.50)  -0.307
C (-0.27, 0.08, -0.54)  -0.119
C (0.70, -0.76, -0.04)  -0.147
C (2.17, -0.47, 0.26)  -0.379
H (-2.54, 1.69, 0.28)  0.112
H (-3.70, 0.22, 0.14)  0.058
H (-2.30, 0.19, 1.44)  0.084
H (-1.90, -1.48, -0.34)  0.123
H (-2.10, -0.18, -1.51)  0.084
H (-0.04, 1.15, -0.77)  0.106
H (0.27, -1.68, 0.22)  0.064
H (2.84, -1.33, -0.24)  0.130
H (2.27, -0.63, 1.51)  0.151
H (2.76, 1.52, 0.68)  0.155
H (3.66, 0.73, -0.69)  0.128
N (2.57, 0.81, -0.28)  -0.102

Values from the calculation:
SMILES = CC/C=C/CN
relative energy (zero: lowest compared OMol25 entry of this formula, charge and spin) = 281.1 kJ/mol
Kohn-Sham gap = 9.68 eV

***

Here is one molecule with the formula C5H2ClN3S3 from OMol25. Energies are from the ωB97M-V functional and the def2-TZVPD basis.

Each line ends with the Löwdin charge.
Positions of all 14 atoms, in Å:
C (2.03, 0.77, -0.33)  -0.836
C (1.66, -0.67, -0.21)  -0.652
C (-0.69, -0.69, -0.01)  -0.729
C (-2.34, 0.39, 0.93)  -0.253
C (-3.01, -0.04, -0.17)  -0.419
H (-2.77, 1.00, 1.74)  0.111
H (-4.03, 0.13, -0.43)  0.053
N (3.25, 1.14, -0.31)  -0.380
N (0.55, -1.29, -0.18)  0.028
N (-1.02, 0.02, 1.03)  0.037
S (4.40, -0.04, -0.15)  0.596
S (3.12, -1.68, -0.12)  0.669
S (-1.96, -0.99, -1.15)  1.022
Cl (0.82, 1.95, -0.65)  0.755

Values from the calculation:
SMILES = Clc1nss/c1=N/c1nccs1
relative energy (zero: lowest compared OMol25 entry of this formula, charge and spin) = 0.0 kJ/mol
Kohn-Sham gap = 7.71 eV

***

Here is one molecule with the formula C2H3N3O at a distorted geometry from OMol25. Energies are from the ωB97M-V functional and the def2-TZVPD basis.

Each line ends with the Löwdin charge.
Positions of all 9 atoms, in Å:
O (-0.54, 2.08, 0.04)  0.086
C (-0.15, 0.80, -0.08)  -0.507
N (-0.23, -0.08, 0.83)  0.032
N (0.30, -1.30, 0.57)  -0.001
C (0.85, -0.57, -1.76)  0.101
N (0.38, 0.43, -1.31)  0.064
H (-0.81, 2.23, 0.96)  0.123
H (-0.12, -1.97, 1.19)  0.087
H (0.32, -1.60, -0.44)  0.015

Values from the calculation:
relative energy (zero: lowest compared OMol25 entry of this formula, charge and spin) = 271.2 kJ/mol
Kohn-Sham gap = 9.91 eV

***

Here is one molecule with the formula C3H6N2OS at a distorted geometry from OMol25. Energies are from the ωB97M-V functional and the def2-TZVPD basis.

Each line ends with the Löwdin charge.
Positions of all 13 atoms, in Å:
C (0.13, 0.50, 0.16)  -0.448
C (0.00, -0.95, 0.00)  -0.124
C (-1.12, -1.67, -0.10)  0.056
H (3.27, 0.06, -1.03)  -0.133
H (1.39, 2.01, 0.15)  0.052
H (0.99, -1.43, -0.06)  0.091
H (-2.07, -1.22, -0.05)  0.035
H (-1.06, -2.76, -0.21)  0.069
H (-2.41, 1.55, 1.24)  0.076
N (1.41, 1.04, -0.05)  -0.392
N (-0.75, 1.36, 0.56)  0.033
O (-1.96, 0.79, 0.93)  -0.057
S (2.19, 0.74, -1.53)  0.741

Values from the calculation:
SMILES = C=C/C(=N\O)NS
relative energy (zero: lowest compared OMol25 entry of this formula, charge and spin) = 357.4 kJ/mol
Kohn-Sham gap = 9.48 eV

***

Here is one molecule with the formula C25H37N5O3 at a distorted geometry from OMol25. Energies are from the ωB97M-V functional and the def2-TZVPD basis.

Each line ends with the Löwdin charge.
Positions of all 70 atoms, in Å:
C (5.99, 1.61, -0.94)  -0.081
H (5.86, 2.54, -0.37)  0.079
H (6.17, 0.80, -0.23)  0.065
H (6.87, 1.72, -1.57)  0.074
C (4.75, 1.34, -1.79)  -0.158
C (3.54, 1.18, -0.93)  -0.259
N (2.72, 2.14, -0.81)  0.178
N (1.63, 2.06, -0.02)  0.003
C (1.31, 0.95, 0.73)  -0.347
O (0.31, 0.89, 1.43)  0.023
C (2.25, -0.13, 0.60)  -0.083
C (2.24, -1.39, 1.19)  0.103
C (3.38, -2.03, 0.69)  -0.192
C (4.05, -1.17, -0.19)  -0.139
N (3.36, 0.00, -0.24)  0.106
C (5.18, -1.89, -0.65)  0.051
C (5.11, -3.10, -0.04)  -0.296
O (4.02, -3.21, 0.78)  0.114
C (6.01, -4.28, -0.13)  -0.006
H (5.47, -5.15, -0.49)  0.088
H (6.83, -4.06, -0.81)  0.086
H (6.41, -4.53, 0.85)  0.088
H (5.94, -1.57, -1.34)  0.111
H (1.51, -1.75, 1.88)  0.121
C (0.86, 3.31, -0.02)  -0.179
C (0.66, 3.87, 1.39)  -0.191
C (1.99, 4.19, 2.06)  -0.087
H (2.59, 3.29, 2.19)  0.069
H (1.82, 4.63, 3.04)  0.072
H (2.56, 4.90, 1.46)  0.076
H (0.06, 4.77, 1.31)  0.124
H (0.11, 3.15, 2.00)  0.102
H (1.47, 4.00, -0.60)  0.149
C (-0.50, 3.21, -0.76)  -0.457
O (-0.76, 3.97, -1.67)  0.058
N (-1.32, 2.27, -0.29)  0.087
H (-1.00, 1.68, 0.48)  0.095
C (-2.64, 2.02, -0.81)  -0.157
H (-2.67, 1.01, -1.23)  0.111
H (-2.82, 2.75, -1.60)  0.121
C (-3.70, 2.11, 0.30)  -0.150
H (-3.20, 1.97, 1.27)  0.098
H (-4.17, 3.09, 0.32)  0.112
C (-4.78, 1.04, 0.12)  -0.204
N (-4.20, -0.29, 0.00)  -0.182
C (-3.72, -0.81, 1.26)  -0.162
H (-3.09, -0.06, 1.75)  0.116
C (-2.88, -2.07, 1.04)  -0.340
C (-1.59, -1.73, 0.30)  -0.056
H (-1.01, -2.63, 0.11)  0.079
H (-1.81, -1.26, -0.65)  0.069
H (-0.99, -1.05, 0.89)  0.053
C (-3.73, -3.11, 0.30)  -0.149
C (-4.35, -2.53, -0.97)  -0.365
C (-5.28, -3.53, -1.64)  -0.074
H (-6.10, -3.79, -0.97)  0.078
H (-4.74, -4.44, -1.89)  0.076
H (-5.70, -3.12, -2.55)  0.075
C (-5.10, -1.24, -0.62)  -0.170
H (-5.50, -0.80, -1.54)  0.125
H (-5.96, -1.49, 0.04)  0.134
H (-3.55, -2.27, -1.67)  0.137
H (-3.12, -3.98, 0.04)  0.118
H (-4.53, -3.45, 0.96)  0.120
H (-2.62, -2.48, 2.02)  0.137
H (-4.56, -1.04, 1.94)  0.130
H (-5.50, 1.10, 0.95)  0.123
H (-5.32, 1.25, -0.81)  0.120
H (4.58, 2.18, -2.46)  0.118
H (4.90, 0.43, -2.38)  0.109

Values from the calculation:
SMILES = CCc1nn([C@H](CC)C(=O)NCCCN2C[C@H](C)C[C@@H](C)C2)c(=O)c2cc3oc(C)cc3n12
relative energy (zero: lowest compared OMol25 entry of this formula, charge and spin) = 44.1 kJ/mol
Kohn-Sham gap = 8.61 eV

***

Question: Which of these has the highest relative energy (zero: lowest compared OMol25 entry of this formula, charge and spin)?
Answer: C3H6N2OS